1.
Here is a structure of composition C26H32BeGe2I2O2 from OMol25. Energies are from ωB97M-V with the def2-TZVPD basis set.

* 2S+1: 2
* DFT total energy: -5924.23075 a.u.
* HOMO energy (spin up / spin down): -11.09 / -11.08 eV
* frontier orbital gap (spin up / spin down): 7.25 / 5.29 eV
* net charge: +1

Last column: Löwdin charge in e.
Geometry (Å):
Be  -1.4170  -0.5222  0.5756  -0.17
I  -3.4744  -2.0676  0.9347  1.07
C  -3.4718  -0.8869  2.6959  -1.00
I  -2.7404  1.0595  2.2326  1.05
H  -2.7881  -1.3563  3.3916  -0.03
H  -4.4832  -0.8030  3.0706  -0.02
C  2.2043  0.5028  -0.6221  -0.21
Ge  0.7103  1.6884  -0.9586  0.72
C  1.0861  2.9304  -2.4148  -0.22
C  0.3477  2.6677  0.6888  -0.25
Ge  -1.3834  0.4099  -1.5449  0.95
C  -2.9168  1.5723  -1.7951  -0.37
C  -4.1970  1.0882  -2.0773  -0.12
C  -5.2632  1.9612  -2.2299  -0.07
C  -5.0678  3.3313  -2.0999  -0.07
C  -3.8024  3.8292  -1.8199  -0.07
C  -2.7361  2.9537  -1.6558  -0.13
C  -1.1476  -0.7923  -3.0371  -0.35
C  -2.1868  -1.6044  -3.5021  -0.11
C  -1.9885  -2.4474  -4.5849  -0.07
C  -0.7504  -2.4890  -5.2154  -0.06
C  0.2910  -1.6913  -4.7617  -0.07
C  0.0971  -0.8551  -3.6708  -0.12
H  3.0881  1.1307  -0.4823  0.04
H  2.3974  -0.1920  -1.4393  0.02
H  2.0254  -0.0596  0.2954  0.00
H  2.0132  3.4376  -2.1376  0.04
H  0.2965  3.6706  -2.5302  0.02
H  1.2314  2.4166  -3.3639  0.02
H  1.1925  3.3364  0.8686  0.04
H  0.2817  1.9731  1.5289  -0.01
H  -0.5605  3.2704  0.6398  0.01
H  -4.3705  0.0234  -2.1805  0.08
H  -6.2493  1.5744  -2.4562  0.11
H  -5.9028  4.0107  -2.2126  0.11
H  -3.6447  4.8976  -1.7306  0.11
H  -1.7540  3.3557  -1.4339  0.06
H  -3.1575  -1.5817  -3.0199  0.08
H  -2.7992  -3.0707  -4.9409  0.11
H  -0.5961  -3.1481  -6.0603  0.11
H  1.2540  -1.7230  -5.2562  0.11
H  0.9177  -0.2383  -3.3213  0.07
C  5.7039  -0.8530  3.5614  -0.04
C  4.2458  -1.1057  3.2747  -0.25
C  3.8594  -1.9483  2.2387  0.00
C  2.5223  -2.1713  1.9413  -0.22
C  2.1236  -3.1181  0.8370  -0.02
C  1.5534  -1.5372  2.7210  -0.08
C  1.9047  -0.7379  3.8094  -0.19
C  0.8559  -0.1071  4.6933  -0.02
C  3.2558  -0.5222  4.0566  0.00
C  0.1093  -1.6501  2.3552  -0.50
O  -0.7369  -2.1832  3.0309  0.07
O  -0.1928  -0.9836  1.2322  -0.18
H  6.3058  -0.9548  2.6591  0.08
H  6.0824  -1.5713  4.2920  0.09
H  5.8561  0.1441  3.9726  0.08
H  4.6224  -2.4429  1.6430  0.12
H  3.0007  -3.5292  0.3400  0.08
H  1.5039  -2.6223  0.0845  0.07
H  1.5422  -3.9510  1.2397  0.10
H  0.2398  0.6063  4.1355  0.07
H  1.3226  0.4295  5.5175  0.08
H  0.1929  -0.8655  5.1080  0.09
H  3.5420  0.1119  4.8900  0.12

2.
Here is a structure of composition C16H21NO3PtSSi at a distorted geometry from OMol25. Energies are from ωB97M-V with the def2-TZVPD basis set.

* DFT total energy: -1709.13933 a.u.
* HOMO energy: -15.20 eV
* energy above the lowest of the compared OMol25 structures with the same formula, charge and spin: 0.0 kJ/mol
* frontier orbital gap: 6.12 eV
* net charge: +2

Last column: Löwdin charge in e.
Geometry (Å):
Pt  0.6446  0.2121  -0.4971  1.28
O  -2.1453  -2.1194  -1.9678  0.22
C  -1.2116  -1.4069  -1.8391  -0.50
O  -0.7336  -1.1297  -0.5760  -0.16
C  -0.4248  -0.7397  -2.9151  -0.17
C  -0.6638  -0.9404  -4.2511  0.07
C  0.1691  -0.3106  -5.1745  0.03
C  1.2075  0.4829  -4.7202  0.01
C  1.3839  0.6615  -3.3576  -0.09
N  0.5836  0.0498  -2.4847  -0.09
H  -1.4856  -1.5792  -4.5478  0.15
H  0.0085  -0.4453  -6.2359  0.14
H  1.8877  0.9676  -5.4065  0.14
H  2.1808  1.2737  -2.9564  0.14
C  -2.4157  1.5912  -0.7649  -0.17
Si  -0.7067  2.2974  -0.7570  0.56
C  -0.2312  3.0788  -2.3691  -0.18
C  -0.2763  3.3069  0.7257  -0.17
H  -3.0811  2.4436  -0.9562  0.07
H  -2.7025  1.1698  0.1988  0.06
H  -2.6092  0.8560  -1.5445  0.04
H  -0.8197  4.0035  -2.4217  0.07
H  -0.4978  2.4798  -3.2367  0.04
H  0.8139  3.3844  -2.4330  0.05
H  -0.8949  4.2033  0.5712  0.07
H  0.7612  3.6330  0.7941  0.05
H  -0.5694  2.8555  1.6727  0.05
C  3.2583  -2.2025  2.5213  -0.19
S  1.7426  -2.0610  1.5932  1.03
O  1.9477  -0.6574  0.9229  -0.67
C  0.5487  -1.8239  2.8644  -0.43
C  -0.3160  -2.8846  3.1023  -0.07
C  -1.2407  -2.7676  4.1307  -0.04
C  -1.2988  -1.6026  4.8807  -0.03
C  -0.4325  -0.5434  4.6200  -0.05
C  0.5032  -0.6476  3.6071  -0.08
H  3.3488  -1.3488  3.1902  0.08
H  4.0755  -2.2451  1.8043  0.07
H  3.2013  -3.1339  3.0846  0.08
H  -0.2753  -3.7795  2.4934  0.12
H  -1.9192  -3.5835  4.3382  0.12
H  -2.0291  -1.5126  5.6734  0.12
H  -0.4793  0.3527  5.2238  0.12
H  1.1932  0.1618  3.4001  0.11

3.
Here is the ion C7H13O2 with charge +1 at a distorted geometry from OMol25. Energies are from ωB97M-V with the def2-TZVPD basis set.

* DFT total energy: -424.58954 a.u.
* HOMO energy: -14.25 eV
* energy above the lowest of the compared OMol25 structures with the same formula, charge and spin: 288.0 kJ/mol
* frontier orbital gap: 10.29 eV
* net charge: +1

Last column: Löwdin charge in e.
Geometry (Å):
C  -1.3319  -0.3447  0.1743  -0.08
C  0.6506  -1.3181  0.4299  0.13
C  1.0989  0.8175  -0.7836  -0.11
C  -0.1634  1.6245  -0.4476  -0.18
C  1.4902  -0.1658  0.3838  -0.42
C  2.9999  -0.6507  0.2063  -0.01
C  -3.6647  -0.2912  0.2161  -0.01
O  -1.2704  0.9133  -0.1206  0.03
O  -2.4319  -0.9494  0.3302  0.04
H  0.3423  -1.7779  1.3524  0.11
H  0.4538  -1.9520  -0.3826  0.10
H  0.9114  0.0615  -1.6220  0.16
H  1.8572  1.4202  -1.1395  0.10
H  0.0828  2.4819  0.3632  0.20
H  -0.5252  2.2178  -1.3037  0.14
H  1.6361  0.3788  1.3653  0.16
H  3.7500  -0.2553  0.9775  0.12
H  3.1342  -0.4191  -0.9013  0.11
H  2.8115  -1.7026  0.3065  0.06
H  -3.3854  0.7842  -0.0044  0.11
H  -4.2054  -0.6995  -0.6076  0.10
H  -4.2405  -0.1734  1.2074  0.15

4.
Here is a cluster of 29 separate species, C17H75NO28S in total at a distorted geometry from OMol25. Energies are from ωB97M-V with the def2-TZVPD basis set.

* DFT total energy: -3251.76545 a.u.
* HOMO energy: -7.02 eV
* energy above the lowest of the compared OMol25 structures with the same formula, charge and spin: 1796.8 kJ/mol
* frontier orbital gap: 6.92 eV

Last column: Löwdin charge in e.
Geometry (Å):
C  1.6015  -0.9073  2.8701  -0.11
C  2.0561  -0.4294  1.3362  -0.34
C  3.5645  -1.1188  1.1191  -0.11
C  1.1094  -1.0494  0.1498  -0.20
C  -0.2524  -0.1941  -0.1728  -0.19
C  -1.2256  0.0677  1.1311  -0.05
C  -1.6842  1.6575  1.3756  -0.04
C  -2.6147  2.1386  2.6487  -0.06
C  -3.0907  0.9487  3.6949  -0.04
C  -2.6382  -0.6342  3.4423  -0.38
C  -1.7180  -1.1333  2.1879  -0.11
N  -1.2170  -2.5133  1.8830  -0.01
C  -1.9082  -3.6224  2.6179  -0.14
C  -1.6524  -5.1621  2.0131  0.00
C  -2.2728  -6.5174  2.6961  -0.06
C  -3.1872  -6.3822  4.0495  -0.06
C  -3.4830  -4.8733  4.6611  -0.04
C  -2.8425  -3.5361  3.9552  -0.40
S  -3.2116  -1.8705  4.7293  0.80
H  0.7122  -0.2340  3.2795  0.08
H  1.2859  -2.0580  2.8577  0.09
H  2.4724  -0.8101  3.6448  0.05
H  2.1203  0.7508  1.3307  0.14
H  3.9515  -1.0143  0.0192  0.06
H  4.2752  -0.6654  1.9332  0.07
H  3.4216  -2.2664  1.4165  0.09
H  1.7612  -1.0202  -0.8500  0.11
H  0.8984  -2.2001  0.3383  0.10
H  -0.0029  0.8120  -0.7539  0.12
H  -0.8932  -0.8469  -0.9329  0.10
H  -1.3242  2.4777  0.6001  0.09
H  -2.8822  3.2711  2.8011  0.09
H  -3.7230  1.2326  4.6379  0.06
H  -1.2516  -2.6904  0.8338  0.14
H  -0.9768  -5.2815  1.0364  0.06
H  -1.9980  -7.5494  2.2053  0.09
H  -3.6331  -7.3164  4.5964  0.08
H  -4.1321  -4.8120  5.6414  0.07
O  -3.8590  1.5518  7.1146  -0.07
H  -3.7378  0.7759  6.5470  0.00
H  -4.4995  1.2576  7.7796  0.04
O  -0.6574  -0.4484  -3.0394  -0.07
H  -0.1909  -0.8146  -3.8058  0.02
H  -1.5502  -0.2709  -3.3717  0.01
O  2.6925  -1.6818  5.5627  -0.08
H  2.8896  -2.6253  5.6626  0.08
H  1.9195  -1.5428  6.1304  0.05
O  -0.3203  -6.0587  -0.7187  -0.07
H  -0.8651  -6.0974  -1.5191  0.06
H  0.5870  -6.1405  -1.0490  0.04
O  4.2387  1.0766  -1.3354  -0.06
H  4.4513  1.9753  -1.0421  0.06
H  3.3115  1.1335  -1.6112  0.05
O  -3.5127  4.1069  0.0864  -0.07
H  -3.1855  3.2214  0.3054  -0.02
H  -2.9003  4.7024  0.5439  0.05
O  6.5925  0.8284  -3.7463  -0.06
H  6.7896  -0.1151  -3.6464  0.06
H  5.8195  0.9674  -3.1786  0.01
O  5.7873  3.6975  -4.6747  -0.05
H  6.1145  2.8121  -4.4557  0.04
H  6.3997  4.2931  -4.2172  0.09
O  -3.3006  -0.3574  -4.2519  -0.05
H  -3.1726  0.6014  -4.1942  0.04
H  -4.0253  -0.4590  -4.8871  0.06
O  -5.6154  -2.4147  2.2478  -0.08
H  -4.7743  -2.1228  2.6302  -0.04
H  -5.5088  -2.2545  1.2981  0.04
O  2.7701  -5.0545  0.2600  -0.06
H  2.9846  -4.1886  -0.1183  0.04
H  1.9991  -4.8804  0.8206  0.04
O  3.5880  4.0374  -2.9228  -0.08
H  4.3242  3.9072  -3.5393  -0.02
H  3.4417  4.9953  -2.9321  0.00
O  6.0638  0.8143  1.1171  -0.06
H  5.5190  0.7756  0.3168  -0.02
H  6.9711  0.7324  0.7869  0.04
O  -5.0299  1.1521  0.4341  -0.07
H  -4.8154  2.0180  0.0557  0.00
H  -5.8009  1.3262  0.9946  0.00
O  5.4699  -0.8216  4.6100  -0.06
H  4.6967  -1.1395  5.1001  -0.01
H  6.0307  -0.4216  5.2915  0.04
O  -4.5131  3.3074  -2.9825  -0.06
H  -4.3225  3.5518  -2.0644  0.01
H  -3.7671  3.6725  -3.4816  0.05
O  0.2651  -0.3260  -6.1065  -0.05
H  -0.1970  -0.3877  -6.9560  0.07
H  0.8292  0.4559  -6.2032  0.03
O  -6.1154  -4.6225  7.0645  -0.07
H  -5.9009  -3.7566  6.6862  0.03
H  -6.8864  -4.4484  7.6251  0.04
O  -5.5732  5.2825  -5.1784  -0.08
H  -6.5030  5.4902  -5.3553  -0.01
H  -5.5830  4.9074  -4.2850  0.01
O  2.5014  -1.5070  8.1208  -0.07
H  2.6920  -1.2626  9.0388  0.05
H  3.2474  -1.1419  7.6216  0.03
O  1.9844  1.2494  -4.5924  -0.05
H  1.2112  0.9315  -4.1023  0.02
H  2.5452  1.6494  -3.9108  0.03
O  3.9977  6.8171  -3.3266  -0.05
H  4.8388  7.1091  -2.9442  0.06
H  4.1043  6.9774  -4.2763  0.06
O  -7.4482  2.2359  1.9275  -0.05
H  -7.2356  3.1346  2.2208  0.05
H  -8.3754  2.2928  1.6517  0.05
O  -8.0765  6.1741  -6.3108  -0.05
H  -7.9485  7.1329  -6.2531  0.06
H  -8.8012  6.0725  -6.9460  0.06
O  3.6696  3.7076  -6.6951  -0.07
H  2.8964  3.3897  -6.2050  0.03
H  4.2304  4.1076  -6.0136  -0.02
O  4.6780  -6.1328  2.7856  -0.07
H  4.1332  -6.1716  1.9852  0.01
H  5.5853  -6.2147  2.4553  0.04
O  6.2105  5.8678  -6.7744  -0.07
H  6.2607  4.9677  -6.4190  0.00
H  6.4252  5.7610  -7.7132  0.05
O  1.6022  -2.8664  -5.3082  -0.07
H  2.3384  -2.9967  -5.9247  0.04
H  1.4558  -1.9085  -5.3175  -0.01

5.
Here is a cluster of 2 separate species, C2NO2S in total at a distorted geometry from OMol25. Energies are from ωB97M-V with the def2-TZVPD basis set.

* DFT total energy: -679.70557 a.u.
* HOMO energy: -4.38 eV
* energy above the lowest of the compared OMol25 structures with the same formula, charge and spin: 6.3 kJ/mol
* frontier orbital gap: 7.73 eV
* net charge: -1

Last column: Löwdin charge in e.
Geometry (Å):
C  -1.0644  0.1836  -0.4735  -0.92
C  1.2788  -0.1218  0.4104  -0.71
N  1.7662  -1.1587  0.7150  0.01
O  -0.8540  0.0781  -1.6160  0.06
O  0.8549  1.0066  0.1708  -0.12
S  -1.9816  0.0123  0.7933  0.68

6.
Here is a structure of composition C28H79N7O8 at a distorted geometry from OMol25. Energies are from ωB97M-V with the def2-TZVPD basis set.

* DFT total energy: -2097.81080 a.u.
* HOMO energy: -6.94 eV
* energy above the lowest of the compared OMol25 structures with the same formula, charge and spin: 3869.4 kJ/mol
* frontier orbital gap: 7.36 eV

Last column: Löwdin charge in e.
Geometry (Å):
O  -2.6992  -0.7241  11.4561  -0.14
H  -3.5309  -0.3050  11.6773  -0.13
H  -2.9487  -1.5633  11.0693  -0.15
C  -4.9552  -2.9671  10.6934  0.00
C  -3.7745  -2.9037  9.7554  -0.25
C  -3.8618  -1.7925  8.6946  -0.18
O  -4.9987  -1.9372  7.7926  -0.16
C  -5.0794  -0.9591  6.8136  -0.13
N  -2.6336  -2.6448  10.6546  0.00
H  -5.8790  -3.1496  10.1444  0.10
H  -5.2103  -1.9804  11.0800  0.07
H  -4.9756  -3.7125  11.4884  0.09
H  -3.6909  -3.8253  9.1794  0.15
H  -2.9780  -1.7252  8.0603  0.05
H  -4.0074  -0.8235  9.1719  0.03
H  -5.3102  0.0558  7.1371  0.08
H  -5.9840  -1.0877  6.2193  0.09
H  -4.1757  -0.9404  6.2044  0.08
H  -2.6181  -3.4160  11.3066  -0.26
H  -1.8434  -2.9302  10.0941  0.15
C  -4.4739  -1.8693  13.6325  -0.17
C  -5.1530  -0.4371  13.7122  -0.28
C  -5.6992  0.0724  12.3606  -0.10
O  -4.6293  -0.0406  11.4016  -0.20
C  -5.0899  0.4316  10.1156  -0.03
N  -6.1806  -0.5059  14.7903  0.05
H  -3.7331  -1.8554  14.4319  0.10
H  -3.9501  -2.0723  12.6984  -0.02
H  -5.1121  -2.7409  13.7779  0.13
H  -4.4324  0.3003  14.0658  0.11
H  -6.1405  1.0618  12.4811  0.10
H  -6.5000  -0.5874  12.0266  0.14
H  -4.1626  0.4508  9.5431  0.04
H  -5.5095  1.4341  10.0315  0.13
H  -5.7507  -0.2836  9.6256  0.12
H  -6.8624  -1.2051  14.5325  0.07
H  -5.8040  -0.9177  15.6321  0.08
C  0.1843  3.0324  13.7233  -0.02
C  -1.3491  2.8794  13.8686  -0.38
C  -1.7898  1.4722  14.3215  -0.09
O  -1.4609  0.4246  13.3865  -0.15
C  -1.9766  -0.8368  13.7802  -0.13
N  -1.8271  3.8746  14.8402  0.06
H  0.3883  4.0298  13.3337  0.09
H  0.7879  2.3827  13.0895  0.05
H  0.6771  3.0548  14.6953  0.08
H  -1.7776  3.1787  12.9121  0.10
H  -2.8579  1.4360  14.5358  0.08
H  -1.3275  1.2136  15.2741  0.14
H  -3.0573  -0.7717  13.6538  0.08
H  -1.7363  -1.1227  14.8042  0.17
H  -1.5417  -1.6319  13.1746  0.11
H  -1.3780  3.7943  15.7413  0.08
H  -2.8216  3.7670  14.9804  0.04
C  0.1760  0.7698  5.6077  -0.05
C  -0.1572  0.1117  6.9166  -0.49
C  -1.4890  -0.5843  6.8691  -0.18
O  -1.7719  -1.0866  8.1406  -0.19
C  -2.2941  -0.1513  9.0826  -0.11
N  0.9257  -0.7427  7.2928  0.06
H  1.1548  1.2437  5.6818  0.09
H  -0.5925  1.5351  5.4985  0.08
H  0.1112  0.0625  4.7810  0.08
H  -0.2090  0.8156  7.7472  0.10
H  -1.4750  -1.4277  6.1788  0.14
H  -2.2362  0.0880  6.4474  0.13
H  -2.6769  -0.6639  9.9651  0.05
H  -3.2197  0.2862  8.7087  0.08
H  -1.6661  0.7092  9.3135  0.08
H  1.0904  -1.3049  6.4701  0.08
H  0.4479  -1.3089  7.9793  0.06
C  -2.7843  -2.7494  13.0914  -0.21
C  -1.9247  -3.8220  12.4261  -0.27
C  -1.6337  -4.9068  13.4252  -0.15
O  -0.7186  -5.9865  13.0751  -0.19
C  0.6367  -5.5690  12.8048  -0.09
N  -2.6639  -4.4158  11.3162  0.09
H  -3.6768  -3.1522  13.5703  0.10
H  -3.1468  -1.9712  12.4197  0.04
H  -2.3021  -2.0554  13.7799  -0.02
H  -0.9449  -3.4712  12.1019  0.17
H  -2.4918  -5.4229  13.8559  0.14
H  -1.0910  -4.4000  14.2232  0.13
H  1.0833  -6.4881  12.4254  0.09
H  1.2473  -5.1692  13.6143  0.09
H  0.6645  -4.8575  11.9795  0.08
H  -2.0382  -5.1555  11.0307  0.15
H  -3.4196  -4.9385  11.7355  0.14
C  -7.0025  3.3856  13.5331  -0.04
C  -5.9291  2.4562  14.0556  -0.48
C  -4.5730  2.6742  13.4570  -0.22
O  -4.6075  2.5967  12.0732  -0.12
C  -3.3997  2.3269  11.3968  -0.16
N  -5.7713  2.5873  15.4850  0.07
H  -7.9183  3.1657  14.0817  0.08
H  -7.1412  3.3189  12.4541  0.08
H  -6.8907  4.4434  13.7711  0.08
H  -6.1767  1.4205  13.8229  0.06
H  -3.9027  1.9129  13.8562  0.06
H  -4.1025  3.5982  13.7930  0.13
H  -3.0892  1.2848  11.4735  0.10
H  -2.5231  2.9288  11.6365  0.05
H  -3.6268  2.3925  10.3328  0.07
H  -6.6454  2.3258  15.9181  0.07
H  -5.8242  3.5886  15.6063  0.07
C  0.8556  0.5610  9.9444  -0.06
C  0.2512  1.2093  11.1567  -0.38
C  -1.0975  1.9404  10.9091  -0.23
O  -0.9726  3.0259  10.0018  -0.11
C  -2.1626  3.6182  9.5705  -0.12
N  0.0188  0.1766  12.1395  0.07
H  0.4267  -0.3737  9.5830  0.06
H  1.9037  0.3366  10.1426  0.09
H  0.8378  1.2562  9.1051  0.07
H  1.0595  1.7689  11.6275  0.11
H  -1.4731  2.3290  11.8557  0.04
H  -1.8396  1.2651  10.4834  0.06
H  -1.9770  4.4758  8.9239  0.11
H  -2.9228  3.8734  10.3087  0.08
H  -2.7254  2.8194  9.0876  0.08
H  -0.5274  0.6226  12.8626  -0.17
H  -0.6555  -0.4278  11.6922  0.06

> The highest DFT total energy belongs to which entry?

C7H13O2